Entry 1:
One molecule with the formula C4H10O3 in a non-equilibrium geometry, computed with the ωB97M-V functional and the def2-TZVPD basis.

```
! RIJCOSX wB97M-V def2-TZVPD def2/J DEFGRID3
* xyz 0 1
C 2.275 -0.270 -0.317
C 0.144 -0.052 0.823
C -1.506 -1.474 0.080
C -0.793 1.818 -0.416
H 3.263 0.148 -0.197
H 2.283 -1.365 -0.277
H 1.784 0.081 -1.227
H -0.107 -0.531 1.790
H -1.781 -2.078 -0.809
H -1.550 -2.044 1.024
H -2.188 -0.637 0.184
H -1.122 2.839 -0.167
H -1.519 1.273 -1.026
H 0.158 1.908 -0.956
O 1.543 0.229 0.826
O -0.207 -0.980 -0.165
O -0.676 1.136 0.831
*
```

Values from the calculation:
* highest occupied orbital energy: -10.09 eV
* lowest unoccupied orbital energy: 0.968 eV
* energy above the lowest of the compared OMol25 structures with the same formula, charge and spin: 205.5 kJ/mol
* SMILES: COC(OC)OC
* frontier orbital gap: 11.06 eV
* molar mass: 106.12 g/mol


Entry 2:
A 2-piece molecular cluster, C4H10O3 overall in a non-equilibrium geometry, computed with the ωB97M-V functional and the def2-TZVPD basis.

```
! RIJCOSX wB97M-V def2-TZVPD def2/J DEFGRID3
* xyz 0 1
C -0.600 -1.343 -2.113
O -1.820 -0.791 -1.706
C 0.194 -1.779 -0.895
C 0.507 -0.603 0.047
C -0.417 -0.647 1.244
O -0.047 -0.629 2.389
H -0.603 -2.223 -2.774
H 0.034 -0.711 -2.750
H -2.475 -0.924 -2.400
H -0.522 -2.412 -0.365
H 1.056 -2.355 -1.224
H 0.383 0.344 -0.478
H 1.490 -0.551 0.518
H -1.503 -0.687 1.014
H 1.177 4.325 0.993
H 1.840 5.104 2.101
O 2.020 4.706 1.246
*
```

Values from the calculation:
* highest occupied orbital energy: -9.63 eV
* lowest unoccupied orbital energy: 0.632 eV
* energy above the lowest of the compared OMol25 structures with the same formula, charge and spin: 159.0 kJ/mol
* SMILES: O=CCCCO.O
* frontier orbital gap: 10.27 eV
* molar mass: 106.12 g/mol


Entry 3:
A 3-piece molecular cluster, C4H10O3 overall in a non-equilibrium geometry, computed with the ωB97M-V functional and the def2-TZVPD basis.

```
! RIJCOSX wB97M-V def2-TZVPD def2/J DEFGRID3
* xyz 0 1
C -1.366 -1.503 0.804
C -0.907 -0.503 0.028
O -0.036 -0.786 -0.972
C -1.581 0.820 0.038
C -1.541 1.584 -1.056
H -1.444 -2.530 0.476
H -1.883 -1.208 1.712
H 0.726 -0.178 -0.976
H -1.701 1.260 1.025
H -1.134 1.135 -1.953
H -2.115 2.501 -1.095
H 1.243 -1.204 1.089
H 2.291 -1.268 2.183
O 2.175 -0.998 1.265
H 2.390 0.529 -0.175
H 2.820 1.315 -1.457
O 2.063 1.034 -0.936
*
```

Values from the calculation:
* highest occupied orbital energy: -8.45 eV
* lowest unoccupied orbital energy: 0.655 eV
* energy above the lowest of the compared OMol25 structures with the same formula, charge and spin: 221.7 kJ/mol
* SMILES: C=CC(=C)O.O.O
* frontier orbital gap: 9.11 eV
* molar mass: 106.12 g/mol


Entry 4:
A 3-piece molecular cluster, C4H10O3 overall in a non-equilibrium geometry, computed with the ωB97M-V functional and the def2-TZVPD basis.

```
! RIJCOSX wB97M-V def2-TZVPD def2/J DEFGRID3
* xyz 1 2
C -2.664 -0.880 0.052
C -1.482 -0.257 -0.266
O -0.496 -0.632 -1.197
C -1.130 0.995 0.490
C -0.196 1.809 0.051
H -3.278 -1.204 -0.739
H -3.194 -0.665 0.951
H -0.374 -0.036 -1.988
H -1.779 1.304 1.392
H 0.655 1.483 -0.559
H 0.103 2.671 0.629
H 0.827 -1.540 0.106
H 1.725 -2.421 1.001
O 1.573 -1.476 0.787
H 2.624 -0.075 -0.130
H 2.859 1.094 0.894
O 3.006 0.781 -0.029
*
```

Values from the calculation:
* highest occupied orbital energy (alpha / beta): -14.29 / -14.27 eV
* lowest unoccupied orbital energy (alpha / beta): -5.776 / -8.670 eV
* energy above the lowest of the compared OMol25 structures with the same formula, charge and spin: 188.9 kJ/mol
* frontier orbital gap (alpha / beta): 8.51 / 5.60 eV
* molar mass: 106.12 g/mol


Entry 5:
C4H10O3Rh as an isolated structure in a non-equilibrium geometry, computed with the ωB97M-V functional and the def2-TZVPD basis.

```
! RIJCOSX wB97M-V def2-TZVPD def2/J DEFGRID3
* xyz 1 5
C -1.459 1.181 -1.462
O -0.123 1.039 -2.023
C 0.929 1.292 -1.137
C 1.336 0.104 -0.281
O 0.377 -0.191 0.724
H -2.118 0.673 -2.187
H -1.730 2.255 -1.542
H 0.700 2.159 -0.489
H 1.810 1.556 -1.743
H 2.294 0.324 0.221
H 1.495 -0.771 -0.935
Rh -1.507 0.321 0.472
O -2.137 -1.006 1.589
H -1.843 -1.222 2.473
C 0.467 -1.624 1.461
H -0.157 -2.516 1.618
H 0.597 -1.410 2.530
H 1.070 -2.162 0.710
*
```

Values from the calculation:
* highest occupied orbital energy (alpha / beta): -13.07 / -14.52 eV
* lowest unoccupied orbital energy (alpha / beta): -3.231 / -6.858 eV
* energy above the lowest of the compared OMol25 structures with the same formula, charge and spin: 0.0 kJ/mol
* frontier orbital gap (alpha / beta): 9.84 / 7.66 eV
* molar mass: 209.03 g/mol


Entry 6:
A 2-piece molecular cluster, C4H10O4 overall in a non-equilibrium geometry, computed with the ωB97M-V functional and the def2-TZVPD basis.

```
! RIJCOSX wB97M-V def2-TZVPD def2/J DEFGRID3
* xyz 0 1
C 1.439 -1.029 -0.439
C -1.692 -0.477 -1.235
C -0.715 0.537 -0.744
O 0.968 -2.202 0.173
O 2.771 -0.753 -0.113
O -0.284 1.496 -1.329
H 0.573 -1.946 1.021
H 2.800 -0.468 0.811
H 1.381 -1.157 -1.519
H -2.136 -1.062 -0.430
H -2.479 0.038 -1.791
H -1.179 -1.176 -1.899
C -0.437 1.728 1.493
O -0.721 0.491 0.854
H 0.796 -0.179 0.111
H -0.490 2.587 0.814
H 0.568 1.686 1.927
H -1.163 1.889 2.296
*
```

Values from the calculation:
* highest occupied orbital energy: -9.98 eV
* lowest unoccupied orbital energy: 0.617 eV
* energy above the lowest of the compared OMol25 structures with the same formula, charge and spin: 231.5 kJ/mol
* SMILES: COC(C)=O.OCO
* frontier orbital gap: 10.60 eV
* molar mass: 122.12 g/mol


Entry 7:
A 2-piece molecular cluster, C4H10O4 overall in a non-equilibrium geometry, computed with the ωB97M-V functional and the def2-TZVPD basis.

```
! RIJCOSX wB97M-V def2-TZVPD def2/J DEFGRID3
* xyz 0 1
O 2.044 -1.766 -1.039
O 2.523 -0.585 0.890
O -1.897 -0.237 -0.859
C 1.699 -1.060 -0.094
C -2.652 0.279 -1.923
C -0.658 -0.869 -1.200
C 0.268 -0.524 -0.034
H 2.088 -0.039 1.601
H -2.708 -0.306 -2.857
H -2.130 1.227 -2.132
H -3.679 0.508 -1.591
H -0.707 -1.957 -1.398
H -0.260 -0.379 -2.109
H -0.307 -0.949 0.811
H 0.238 0.579 0.058
O 1.972 1.851 3.605
H 2.638 1.586 4.279
H 1.529 2.641 3.991
*
```

Values from the calculation:
* highest occupied orbital energy: -9.83 eV
* lowest unoccupied orbital energy: 0.370 eV
* energy above the lowest of the compared OMol25 structures with the same formula, charge and spin: 116.0 kJ/mol
* SMILES: COCCC(=O)O.O
* frontier orbital gap: 10.20 eV
* molar mass: 122.12 g/mol


Entry 8:
A 2-piece molecular cluster, C4H10OS overall in a non-equilibrium geometry, computed with the ωB97M-V functional and the def2-TZVPD basis.

```
! RIJCOSX wB97M-V def2-TZVPD def2/J DEFGRID3
* xyz 0 1
C 1.582 1.432 -0.130
C 2.020 -0.793 0.713
C -2.550 -1.002 -0.659
C 2.155 0.257 -0.320
O -1.953 1.463 0.099
S -1.880 -0.052 0.724
H 0.884 1.638 0.698
H -2.848 1.732 -0.023
H 1.776 2.252 -0.783
H 2.245 -1.897 0.513
H 1.071 -0.890 1.215
H 2.683 -0.644 1.488
H -1.863 -1.020 -1.393
H -3.416 -0.533 -0.968
H -2.994 -1.967 -0.359
H 3.086 0.025 -0.816
*
```

Values from the calculation:
* highest occupied orbital energy: -8.60 eV
* lowest unoccupied orbital energy: 0.715 eV
* energy above the lowest of the compared OMol25 structures with the same formula, charge and spin: 241.3 kJ/mol
* SMILES: C=CC.CSO
* frontier orbital gap: 9.32 eV
* molar mass: 106.19 g/mol


Entry 9:
A 2-piece molecular cluster, C4H10OS overall in a non-equilibrium geometry, computed with the ωB97M-V functional and the def2-TZVPD basis.

```
! RIJCOSX wB97M-V def2-TZVPD def2/J DEFGRID3
* xyz 0 1
C 1.894 -0.464 -2.306
S 2.584 -0.249 -0.696
C 2.592 -2.029 -0.250
H 2.699 -0.539 -3.054
H 1.209 0.410 -2.481
H 1.154 -1.438 -2.340
H 3.287 -2.288 0.534
H 1.580 -2.454 -0.002
H 2.770 -2.570 -1.204
C -3.711 1.236 1.281
C -2.500 1.526 1.819
O -1.528 2.372 1.394
H -4.467 0.627 1.901
H -3.971 1.480 0.270
H -2.273 1.278 2.981
H -1.317 3.103 2.153
*
```

Values from the calculation:
* highest occupied orbital energy: -8.36 eV
* lowest unoccupied orbital energy: 0.654 eV
* energy above the lowest of the compared OMol25 structures with the same formula, charge and spin: 242.6 kJ/mol
* SMILES: C=CO.CSC
* frontier orbital gap: 9.01 eV
* molar mass: 106.19 g/mol


Entry 10:
One molecule with the formula C4H10OS in a non-equilibrium geometry, computed with the ωB97M-V functional and the def2-TZVPD basis.

```
! RIJCOSX wB97M-V def2-TZVPD def2/J DEFGRID3
* xyz 0 1
C -1.993 0.681 0.744
O -1.253 1.955 1.092
C -1.243 -0.508 1.409
C -0.054 -0.876 0.507
C 0.537 0.138 -0.615
S 1.916 -0.688 -1.605
H -3.130 0.871 1.265
H -2.098 0.437 -0.390
H -0.277 1.888 1.114
H -2.042 -1.400 1.451
H -0.857 -0.152 2.340
H -0.252 -1.797 -0.003
H 0.752 -1.100 1.342
H -0.023 0.458 -1.471
H 1.096 1.062 -0.190
H 2.720 -1.508 -0.783
*
```

Values from the calculation:
* highest occupied orbital energy: -9.13 eV
* lowest unoccupied orbital energy: 0.807 eV
* energy above the lowest of the compared OMol25 structures with the same formula, charge and spin: 218.6 kJ/mol
* SMILES: OCCCCS
* frontier orbital gap: 9.93 eV
* molar mass: 106.19 g/mol


Entry 11:
A 2-piece molecular cluster, C4H10OS overall in a non-equilibrium geometry, computed with the ωB97M-V functional and the def2-TZVPD basis.

```
! RIJCOSX wB97M-V def2-TZVPD def2/J DEFGRID3
* xyz 0 1
C -1.763 -1.952 1.438
C -0.440 -1.538 0.823
S -0.318 -2.358 -0.809
H -1.531 -2.869 2.196
H -2.044 -0.988 1.994
H -2.483 -2.343 0.743
H 0.387 -1.731 1.664
H -0.548 -0.507 0.458
H -0.848 -3.073 -1.924
C 0.148 3.760 -0.549
C 1.245 2.984 -0.549
O 1.677 2.152 0.467
H -0.015 4.325 -1.537
H -0.733 3.462 0.008
H 2.015 3.084 -1.304
H 2.329 1.624 -0.077
*
```

Values from the calculation:
* highest occupied orbital energy: -8.79 eV
* lowest unoccupied orbital energy: -0.340 eV
* energy above the lowest of the compared OMol25 structures with the same formula, charge and spin: 450.1 kJ/mol
* SMILES: C=CO.CCS
* frontier orbital gap: 8.45 eV
* molar mass: 106.19 g/mol


Entry 12:
C4H10OS as an isolated structure in a non-equilibrium geometry, computed with the ωB97M-V functional and the def2-TZVPD basis.

```
! RIJCOSX wB97M-V def2-TZVPD def2/J DEFGRID3
* xyz 0 1
C -1.470 -0.174 -1.160
O -2.586 0.604 -1.567
C -0.586 0.535 -0.136
C 0.664 -0.278 0.194
C 1.520 0.332 1.296
S 3.018 -0.666 1.587
H -1.783 -1.168 -0.785
H -0.886 -0.323 -2.078
H -3.253 0.628 -0.871
H -1.176 0.740 0.763
H -0.314 1.514 -0.538
H 1.269 -0.439 -0.696
H 0.364 -1.282 0.489
H 1.850 1.327 0.979
H 0.938 0.448 2.212
H 2.430 -1.798 0.309
*
```

Values from the calculation:
* highest occupied orbital energy: -9.08 eV
* lowest unoccupied orbital energy: 0.029 eV
* energy above the lowest of the compared OMol25 structures with the same formula, charge and spin: 166.1 kJ/mol
* frontier orbital gap: 9.11 eV
* molar mass: 106.19 g/mol